# 1
C39H28F4N6O6PdTe as an isolated structure. Source: the OMol25 dataset; level of theory: wB97M-V/def2-TZVPD.

Atoms and positions in Å:
Pd: -0.24 0.29 -0.18
O: -0.40 0.23 6.01
C: -0.33 0.26 4.68
C: 0.87 0.35 3.97
C: 0.82 0.44 2.59
N: -0.33 0.42 1.92
C: -1.47 0.26 2.58
C: -1.53 0.19 3.95
C: -2.72 0.15 1.67
O: -3.81 0.15 2.20
O: -2.43 0.11 0.43
C: 2.08 0.57 1.69
O: 3.08 -0.02 2.04
O: 1.85 1.26 0.65
H: 0.46 0.29 6.44
H: 1.83 0.33 4.46
H: -2.48 0.08 4.45
C: 0.97 2.55 -3.02
C: 0.25 1.72 -2.01
O: 0.14 0.46 -2.16
N: -0.29 2.16 -0.89
Te: 0.57 3.77 0.32
C: 1.57 5.66 1.05
C: 2.83 6.02 0.56
C: 3.60 5.18 -0.41
C: 3.36 7.23 0.98
C: 2.71 8.03 1.91
C: 3.32 9.30 2.41
C: 1.47 7.61 2.40
C: 0.90 6.42 2.01
C: -0.41 5.98 2.62
C: -1.13 4.85 -0.39
C: -1.00 5.79 -1.41
C: 0.31 6.17 -2.04
C: -2.16 6.39 -1.90
C: -3.42 6.08 -1.41
C: -4.65 6.74 -1.95
C: -3.51 5.12 -0.41
C: -2.39 4.49 0.10
C: -2.54 3.39 1.10
H: 1.04 1.98 -3.94
H: 1.98 2.74 -2.64
H: 0.46 3.49 -3.19
H: 3.16 4.19 -0.52
H: 4.63 5.05 -0.07
H: 3.64 5.66 -1.39
H: 4.32 7.54 0.58
H: 4.27 9.50 1.94
H: 3.48 9.23 3.49
H: 2.65 10.14 2.24
H: 0.96 8.22 3.13
H: -0.63 6.58 3.50
H: -0.36 4.93 2.93
H: -1.22 6.10 1.91
H: 1.11 5.51 -1.70
H: 0.58 7.20 -1.79
H: 0.24 6.10 -3.13
H: -2.06 7.12 -2.70
H: -4.41 7.41 -2.77
H: -5.14 7.31 -1.16
H: -5.36 5.99 -2.29
H: -4.49 4.84 -0.03
H: -3.57 3.31 1.45
H: -1.89 3.54 1.97
H: -2.28 2.45 0.62
F: 4.19 -4.41 2.45
C: 3.05 -4.22 3.08
C: 2.90 -4.71 4.36
F: 3.93 -5.35 4.91
C: 1.71 -4.54 5.10
C: 0.69 -3.81 4.46
C: 0.84 -3.31 3.19
F: -0.17 -2.62 2.67
C: 2.02 -3.52 2.43
C: 2.16 -3.06 1.07
C: 1.18 -2.28 0.47
N: 0.34 -1.65 -0.02
C: 3.26 -3.39 0.25
N: 4.11 -3.65 -0.48
F: -0.45 -3.58 5.09
C: 1.56 -5.06 6.43
C: 2.52 -5.87 7.05
N: 3.27 -6.55 7.62
C: 0.44 -4.78 7.24
N: -0.42 -4.57 7.97

Computed properties:
Calculated total energy = -83751.071 eV
Multiplicity = 6
Net charge = +1
LUMO level (spin up / spin down) = -4.201 / -6.719 eV
Highest occupied orbital energy (spin up / spin down) = -0.408 / -0.437 Ha



# 2
C25H25AuF5N2O2PSSe2 as an isolated structure. Source: the OMol25 dataset; level of theory: wB97M-V/def2-TZVPD.

Atoms and positions in Å:
Au: 0.32 -0.81 -0.82
O: 1.16 2.30 4.06
C: 2.12 1.33 3.69
C: 1.72 0.70 2.35
C: 1.68 1.80 1.29
O: 2.97 2.24 0.90
C: 0.31 0.10 2.52
Se: -0.13 -1.53 1.51
C: 2.79 -0.36 2.05
Se: 2.97 -0.97 0.21
H: 1.30 2.56 4.97
H: 2.20 0.54 4.45
H: 3.12 1.80 3.60
H: 1.07 2.63 1.67
H: 1.20 1.43 0.38
H: 3.34 2.77 1.62
H: -0.44 0.86 2.33
H: 0.18 -0.22 3.56
H: 2.59 -1.27 2.62
H: 3.78 -0.01 2.33
F: -3.16 -5.59 2.49
C: -2.83 -4.76 1.50
C: -1.73 -5.01 0.71
F: -0.97 -6.09 0.96
C: -1.41 -4.15 -0.32
F: -0.31 -4.41 -1.03
C: -2.16 -3.01 -0.59
S: -1.71 -1.89 -1.85
C: -3.25 -2.77 0.24
F: -3.99 -1.66 0.09
C: -3.60 -3.63 1.27
F: -4.65 -3.36 2.06
C: -0.64 0.78 -3.75
P: 0.81 0.17 -2.86
C: 1.58 -1.00 -4.00
C: 1.93 1.59 -2.74
C: 1.41 2.83 -2.37
C: 2.24 3.92 -2.23
C: 3.61 3.79 -2.44
C: 4.14 2.56 -2.79
C: 3.30 1.46 -2.94
H: -1.18 1.48 -3.12
H: -1.30 -0.08 -3.94
H: -0.36 1.25 -4.69
H: 1.81 -0.54 -4.97
H: 0.87 -1.82 -4.14
H: 2.49 -1.42 -3.57
H: 0.35 2.92 -2.19
H: 1.83 4.88 -1.95
H: 4.26 4.65 -2.32
H: 5.20 2.45 -2.95
H: 3.73 0.51 -3.22
N: -4.26 3.39 4.03
C: -3.67 3.12 3.09
C: -2.93 2.79 1.90
C: -2.09 3.72 1.32
C: -1.37 3.35 0.20
N: -1.46 2.14 -0.37
C: -2.30 1.26 0.19
C: -3.04 1.53 1.33
H: -1.97 4.71 1.75
H: -0.67 4.05 -0.25
H: -2.36 0.29 -0.29
H: -3.69 0.77 1.75

Computed properties:
Calculated total energy = -201500.918 eV
Multiplicity = 3
LUMO level (spin up / spin down) = -0.130 / -2.282 eV
Highest occupied orbital energy (spin up / spin down) = -0.250 / -0.283 Ha



# 3
C21H60CoN7O7 as an isolated structure. Source: the OMol25 dataset; level of theory: wB97M-V/def2-TZVPD.

Atoms and positions in Å:
Co: -9.26 -7.45 13.87
O: -6.97 -8.92 14.68
H: -6.54 -9.36 13.92
C: -8.62 -15.21 13.07
C: -7.40 -14.35 13.36
C: -6.69 -13.90 11.99
O: -6.17 -15.02 11.25
C: -5.99 -14.77 9.86
N: -7.83 -13.24 14.13
H: -9.34 -14.77 12.38
H: -9.35 -15.29 13.88
H: -8.46 -16.24 12.76
H: -6.70 -14.96 13.93
H: -5.98 -13.09 12.18
H: -7.39 -13.27 11.43
H: -5.31 -13.94 9.65
H: -6.94 -14.63 9.35
H: -5.54 -15.64 9.38
H: -8.71 -12.83 13.83
H: -7.10 -12.54 14.05
C: -5.56 -11.80 19.29
C: -6.84 -11.10 19.83
C: -6.44 -9.85 20.71
O: -5.38 -10.10 21.63
C: -5.72 -11.00 22.71
N: -7.72 -10.71 18.78
H: -4.86 -11.27 18.65
H: -5.87 -12.70 18.77
H: -4.94 -12.01 20.17
H: -7.39 -11.72 20.53
H: -7.27 -9.36 21.21
H: -6.10 -9.09 20.01
H: -6.64 -10.77 23.23
H: -4.88 -10.87 23.39
H: -5.73 -12.05 22.39
H: -7.22 -10.29 18.01
H: -7.93 -11.59 18.32
C: -12.12 -6.77 17.87
C: -10.85 -6.00 17.90
C: -10.43 -5.68 19.40
O: -9.32 -4.83 19.22
C: -8.47 -4.62 20.41
N: -9.88 -6.84 17.18
H: -12.58 -6.92 16.89
H: -12.93 -6.23 18.34
H: -11.99 -7.68 18.45
H: -11.06 -5.12 17.30
H: -10.03 -6.56 19.91
H: -11.22 -5.12 19.91
H: -7.56 -4.04 20.25
H: -8.25 -5.59 20.87
H: -8.96 -4.00 21.16
H: -9.93 -7.75 17.62
H: -8.96 -6.71 17.57
C: -5.37 -7.05 10.36
C: -6.60 -6.24 9.88
C: -6.52 -6.17 8.27
O: -7.67 -5.59 7.69
C: -7.60 -5.53 6.25
N: -7.80 -6.97 10.37
H: -5.30 -8.05 9.92
H: -5.34 -7.08 11.45
H: -4.45 -6.54 10.07
H: -6.61 -5.24 10.31
H: -6.51 -7.21 7.96
H: -5.62 -5.61 8.01
H: -7.80 -6.50 5.79
H: -6.61 -5.28 5.86
H: -8.39 -4.97 5.74
H: -8.42 -6.45 9.78
H: -7.75 -7.87 9.91
C: -11.19 -2.68 13.00
C: -10.12 -3.81 12.94
C: -8.87 -3.41 13.78
O: -8.27 -4.53 14.38
C: -6.99 -4.24 15.03
N: -10.78 -4.96 13.42
H: -11.66 -2.63 13.98
H: -11.98 -2.96 12.31
H: -10.66 -1.79 12.66
H: -9.80 -4.06 11.93
H: -9.25 -2.81 14.61
H: -8.19 -2.85 13.15
H: -6.24 -3.81 14.37
H: -6.49 -5.15 15.37
H: -7.17 -3.50 15.81
H: -11.68 -5.06 12.97
H: -11.27 -4.79 14.29
C: -2.00 -9.51 14.99
O: -0.79 -9.76 15.13
N: -2.55 -8.47 15.47
N: -2.84 -10.42 14.45
H: -3.55 -8.53 15.56
H: -1.93 -7.89 16.02
H: -3.82 -10.28 14.69
H: -2.54 -11.30 14.05

Computed properties:
Calculated total energy = -85124.824 eV
Multiplicity = 4
Net charge = +1
LUMO level (spin up / spin down) = -4.218 / -6.330 eV
Highest occupied orbital energy (spin up / spin down) = -0.415 / -0.415 Ha



# 4
C3H15NO3 as an isolated structure. Source: the OMol25 dataset; level of theory: wB97M-V/def2-TZVPD.

Atoms and positions in Å:
C: -0.25 -1.50 -0.04
C: -0.27 -0.96 1.40
N: -1.03 0.28 1.53
C: -0.32 1.40 0.91
H: -0.05 -0.67 -0.71
H: 0.54 -2.25 -0.24
H: -1.25 -1.90 -0.30
H: -0.63 -1.71 2.08
H: 0.80 -0.77 1.67
H: -1.87 0.15 0.95
H: -0.45 1.38 -0.19
H: 0.79 1.34 1.14
H: -0.75 2.39 1.25
H: -0.89 1.06 -3.06
H: 2.49 1.15 -1.80
O: 1.73 0.95 -1.21
H: -3.43 0.26 -0.47
H: 3.40 -0.70 0.64
O: -2.51 0.13 -0.53
H: 2.10 0.25 -0.50
H: -0.57 0.29 -3.04
O: 2.41 -0.57 0.54

Computed properties:
Calculated total energy = -10977.764 eV
LUMO level = -4.956 eV
Highest occupied orbital energy = -0.332 Ha



# 5
C2H6N2S as an isolated structure. Source: the OMol25 dataset; level of theory: wB97M-V/def2-TZVPD.

Atoms and positions in Å:
C: -0.43 0.85 -1.53
C: -0.32 -0.54 0.78
H: -0.94 0.13 -2.44
H: -1.34 1.47 -1.06
H: 0.68 1.51 -1.94
H: 1.06 1.10 0.42
H: 1.66 -1.57 1.29
H: 0.45 -1.44 2.40
N: 0.28 0.15 -0.37
N: 0.83 -1.09 1.41
S: -1.94 -0.58 1.05

Computed properties:
Calculated total energy = -15981.955 eV
LUMO level = -0.088 eV
Highest occupied orbital energy = -0.318 Ha



# 6
A 22-piece molecular cluster, C9H60NO22 overall. Source: the OMol25 dataset; level of theory: wB97M-V/def2-TZVPD.

Atoms and positions in Å:
C: -1.81 1.46 0.20
C: -0.94 0.93 -1.01
C: 0.16 2.05 -1.14
C: 1.36 1.86 -0.21
C: 1.94 0.45 -0.34
C: 0.88 -0.71 0.03
N: -0.32 -0.45 -0.86
O: -1.36 -1.49 -0.82
C: 0.57 -0.71 1.61
C: 1.56 -2.06 -0.32
C: -1.85 0.95 -2.26
H: -1.20 1.75 1.05
H: -2.47 0.70 0.61
H: -2.49 2.24 -0.16
H: -0.22 3.02 -0.79
H: 0.50 2.27 -2.15
H: 1.17 2.10 0.84
H: 2.06 2.63 -0.55
H: 2.85 0.42 0.27
H: 2.32 0.33 -1.36
H: 0.27 -1.69 1.98
H: -0.15 0.04 1.94
H: 1.44 -0.42 2.20
H: 0.81 -2.83 -0.14
H: 2.46 -2.22 0.27
H: 1.79 -2.21 -1.38
H: -1.48 0.43 -3.14
H: -2.01 1.99 -2.55
H: -2.76 0.51 -1.85
O: 0.32 3.21 3.11
H: 0.29 2.50 2.46
H: 0.80 3.91 2.67
O: -3.49 4.49 -2.15
H: -2.57 4.54 -1.91
H: -3.94 5.03 -1.49
O: 4.59 -2.33 -2.78
H: 4.43 -3.18 -3.20
H: 3.90 -1.76 -3.13
O: -2.11 -4.39 -2.02
H: -2.74 -4.82 -1.44
H: -1.80 -3.63 -1.52
O: 4.52 1.93 -1.90
H: 3.66 1.69 -1.55
H: 4.86 2.58 -1.28
O: -4.52 0.50 1.98
H: -5.04 0.21 2.73
H: -4.12 1.32 2.27
O: -3.12 -1.94 1.54
H: -2.46 -1.67 0.89
H: -3.71 -1.19 1.60
O: 0.44 -1.38 5.18
H: -0.11 -1.17 5.93
H: -0.10 -1.20 4.42
O: 3.31 1.53 2.68
H: 3.20 0.73 3.20
H: 2.72 2.17 3.09
O: 3.10 5.22 0.61
H: 2.81 5.98 0.11
H: 3.60 4.69 -0.02
O: 2.92 -0.36 -3.79
H: 2.12 -0.54 -3.28
H: 2.69 0.40 -4.33
O: -2.37 -1.54 -3.57
H: -1.97 -1.34 -2.72
H: -3.29 -1.29 -3.46
O: 2.89 -3.21 3.69
H: 2.61 -3.31 4.60
H: 2.12 -3.45 3.18
O: 3.30 -0.60 4.46
H: 3.11 -1.43 4.03
H: 2.62 -0.52 5.13
O: 0.79 -4.54 2.84
H: 0.49 -5.39 2.52
H: -0.01 -4.01 2.91
O: -5.20 2.31 -2.78
H: -4.56 2.84 -2.30
H: -5.95 2.89 -2.92
O: -1.63 -3.59 3.16
H: -2.01 -3.04 2.47
H: -2.11 -3.35 3.95
O: -2.90 3.32 -4.97
H: -3.16 3.62 -4.10
H: -3.30 2.45 -5.05
O: 5.50 -0.17 1.50
H: 5.65 -0.63 0.67
H: 5.00 0.61 1.25
O: -4.47 -1.87 -1.32
H: -4.94 -2.25 -0.57
H: -3.61 -1.62 -0.97
O: 0.27 -1.83 -3.64
H: -0.59 -1.51 -3.93
H: 0.16 -1.99 -2.70

Computed properties:
Calculated total energy = -56843.007 eV
Net charge = -1
LUMO level = 1.484 eV
Highest occupied orbital energy = -0.148 Ha



# 7
C7H15AsCl12F6NiO5PY as an isolated structure. Source: the OMol25 dataset; level of theory: wB97M-V/def2-TZVPD.

Atoms and positions in Å:
Y: -1.74 -4.18 -28.27
Ni: -2.43 -6.26 -30.96
C: -4.07 -7.14 -28.58
O: -3.21 -6.08 -28.93
H: -5.09 -6.76 -28.63
H: -3.88 -7.54 -27.58
H: -3.93 -7.95 -29.29
P: -1.81 -3.79 -31.34
O: -2.62 -4.80 -32.22
O: -2.70 -3.17 -30.20
O: -0.64 -2.88 -31.83
O: -1.28 -4.85 -30.38
As: 0.42 -7.52 -29.15
F: 1.06 -8.95 -29.95
F: -1.04 -7.59 -30.24
F: -0.33 -6.05 -28.36
F: 1.86 -7.40 -28.10
F: 1.31 -6.52 -30.40
F: -0.48 -8.49 -27.96
C: -1.03 -6.81 -25.11
Cl: 0.69 -6.34 -25.42
Cl: -2.05 -5.50 -25.60
H: -1.29 -7.72 -25.65
H: -1.16 -6.96 -24.03
C: 3.95 -9.04 -25.87
Cl: 3.57 -8.47 -24.20
Cl: 4.72 -10.60 -25.74
H: 3.00 -9.13 -26.40
H: 4.64 -8.41 -26.42
C: 0.48 -8.30 -33.32
Cl: -0.25 -6.67 -33.06
Cl: 2.26 -8.27 -33.34
H: 0.16 -8.91 -32.48
H: 0.13 -8.75 -34.25
C: -0.92 -11.55 -30.00
Cl: -1.29 -13.28 -30.17
Cl: -2.00 -10.69 -31.13
H: -1.04 -11.19 -28.98
H: 0.09 -11.35 -30.35
C: 4.05 -9.76 -29.78
Cl: 4.82 -8.21 -29.44
Cl: 5.33 -10.88 -29.84
H: 3.36 -10.07 -29.00
H: 3.54 -9.81 -30.74
C: 3.82 -4.93 -30.97
Cl: 5.27 -3.97 -30.80
Cl: 2.51 -3.71 -30.97
H: 3.85 -5.40 -31.95
H: 3.74 -5.63 -30.13

Computed properties:
Calculated total energy = -296525.299 eV
Multiplicity = 4
Net charge = +1
LUMO level (spin up / spin down) = -5.637 / -7.891 eV
Highest occupied orbital energy (spin up / spin down) = -0.459 / -0.459 Ha



Per-record F_max, eV/A: 1.58 0.31 7.35 4.33 8.67 1.63 5.19